1.
The following is a quantum chemistry calculation of a cluster of 6 separate species, C24H36O18 in total, from the OMol25 dataset.

- SMILES string = C[C@H]1COC(=O)O1.C[C@H]1COC(=O)O1.C[C@H]1COC(=O)O1.C[C@H]1COC(=O)O1.C[C@H]1COC(=O)O1.C[C@H]1COC(=O)O1
- gap between HOMO and LUMO (eV) = 10.863
- energy above the lowest of the compared OMol25 structures with the same formula, charge and spin (kcal per mole) = 16.5
- LUMO (eV) = 0.179

The geometry in ORCA input format:
```
! RIJCOSX wB97M-V def2-TZVPD def2/J DEFGRID3
* xyz 0 1
C -12.988 17.543 -3.273
C -13.032 19.010 -2.943
C -12.295 19.919 -3.945
O -13.197 21.014 -4.099
C -14.417 20.676 -3.646
O -15.392 21.339 -3.765
O -14.386 19.455 -3.055
H -11.976 17.127 -3.305
H -13.390 17.339 -4.270
H -13.566 16.920 -2.592
H -12.601 19.179 -1.954
H -12.099 19.450 -4.910
H -11.360 20.272 -3.517
C -18.362 12.958 2.011
C -17.329 14.008 2.314
C -15.860 13.599 2.374
O -15.212 14.473 1.461
C -16.104 15.317 0.883
O -15.785 16.202 0.154
O -17.351 14.977 1.225
H -18.167 12.528 1.023
H -19.361 13.381 1.964
H -18.286 12.129 2.717
H -17.615 14.605 3.180
H -15.645 12.591 2.003
H -15.489 13.610 3.398
C -16.179 9.555 2.327
C -14.898 8.948 1.788
C -15.089 8.235 0.435
O -14.613 9.203 -0.511
C -13.907 10.161 0.117
O -13.298 11.034 -0.419
O -13.980 9.996 1.458
H -16.631 10.193 1.565
H -15.951 10.139 3.218
H -16.885 8.771 2.602
H -14.451 8.287 2.528
H -16.145 8.090 0.226
H -14.485 7.335 0.347
C -11.425 10.967 3.881
C -11.477 9.493 4.153
C -10.957 9.094 5.553
O -11.978 8.229 6.078
C -13.007 8.151 5.192
O -13.890 7.362 5.272
O -12.881 9.099 4.252
H -11.967 11.520 4.651
H -11.917 11.244 2.948
H -10.392 11.309 3.809
H -11.085 8.873 3.349
H -10.875 9.972 6.186
H -10.065 8.480 5.456
C -11.626 15.499 4.305
C -12.665 16.085 5.256
C -13.003 17.573 5.047
O -14.380 17.584 4.686
C -14.885 16.338 4.729
O -16.025 16.061 4.527
O -13.912 15.434 4.973
H -11.758 14.426 4.224
H -10.608 15.751 4.611
H -11.724 16.006 3.340
H -12.313 15.908 6.274
H -12.418 18.053 4.266
H -12.892 18.090 5.999
C -12.095 13.413 1.043
C -11.270 14.285 0.136
C -11.989 15.545 -0.322
O -10.914 16.477 -0.480
C -9.893 16.077 0.326
O -8.876 16.670 0.454
O -10.212 14.910 0.925
H -11.728 12.390 1.084
H -13.103 13.299 0.647
H -12.195 13.804 2.053
H -10.805 13.732 -0.680
H -12.693 15.876 0.445
H -12.512 15.407 -1.263
*
```

---

2.
The following is a quantum chemistry calculation of a structure of composition C24H37CaF3N4O4S, from the OMol25 dataset.

- gap between HOMO and LUMO (eV) = 8.579
- energy above the lowest of the compared OMol25 structures with the same formula, charge and spin (kcal per mole) = 0.0
- LUMO (eV) = -4.050

The geometry in ORCA input format:
```
! RIJCOSX wB97M-V def2-TZVPD def2/J DEFGRID3
* xyz 2 1
Ca 0.369 1.163 1.533
C 2.782 3.428 0.345
O 1.386 3.142 0.471
C 0.611 4.345 0.472
C -0.842 3.964 0.403
O -1.088 3.078 1.495
C -2.472 2.791 1.719
C -2.550 2.150 3.079
O -1.732 0.972 3.125
C -2.512 -0.235 3.116
H 2.961 4.035 -0.544
H 3.309 2.484 0.248
H 3.144 3.961 1.228
H 0.883 4.961 -0.388
H 0.812 4.908 1.389
H -1.070 3.460 -0.543
H -1.474 4.851 0.492
H -2.847 2.124 0.936
H -3.048 3.721 1.719
H -3.585 1.905 3.321
H -2.172 2.843 3.832
H -3.040 -0.344 2.167
H -3.224 -0.220 3.942
H -1.827 -1.067 3.251
O 0.849 1.696 3.817
C 2.048 1.402 4.524
C 3.092 0.892 3.560
C 4.397 0.704 3.998
C 5.327 0.176 3.123
C 4.927 -0.152 1.833
C 3.614 0.078 1.480
N 2.706 0.601 2.317
H 0.065 1.499 4.345
H 1.865 0.641 5.286
H 2.410 2.300 5.030
H 4.671 0.963 5.012
H 6.349 0.019 3.440
H 5.619 -0.577 1.120
H 3.260 -0.168 0.484
F -3.723 -2.066 -0.023
C -2.741 -2.955 -0.212
F -2.392 -2.881 -1.527
F -3.269 -4.172 -0.038
C -1.560 -2.722 0.690
C -1.182 -3.712 1.574
C -0.107 -3.504 2.431
C 0.530 -2.287 2.362
N 0.169 -1.314 1.519
C -0.852 -1.501 0.660
S -1.233 -0.163 -0.390
H -1.727 -4.646 1.601
H 0.215 -4.264 3.127
H 1.372 -2.060 3.007
C -0.796 -3.092 -4.281
C 0.210 -2.103 -3.650
N 0.209 -0.846 -4.396
C 0.344 -1.133 -5.822
C -0.941 -1.803 -6.356
N -1.707 -2.279 -5.154
C -2.237 -1.105 -4.380
C -1.046 -0.148 -4.154
H -1.404 -3.608 -3.542
H -0.317 -3.827 -4.927
H 1.208 -2.538 -3.662
H -0.060 -1.891 -2.615
H 1.209 -1.779 -5.967
H 0.527 -0.208 -6.367
H -0.742 -2.668 -6.987
H -1.587 -1.114 -6.896
H -2.485 -2.859 -5.458
H -2.630 -1.495 -3.442
H -3.048 -0.663 -4.956
H -1.082 0.206 -3.124
H -1.101 0.710 -4.824
*
```

---

3.
The following is a quantum chemistry calculation of a structure of composition C24H37CeN2S, from the OMol25 dataset.

- gap between HOMO and LUMO (spin up / spin down) (eV) = 7.096 / 7.089
- LUMO (spin up / spin down) (eV) = -3.137 / -3.145

The geometry in ORCA input format:
```
! RIJCOSX wB97M-V def2-TZVPD def2/J DEFGRID3
* xyz 1 1
C -2.570 -0.820 -0.228
C -1.821 -2.014 -0.486
C -1.283 -1.921 -1.809
C -1.656 -0.648 -2.356
C -2.459 0.034 -1.378
Ce -0.012 -0.037 -0.316
C 2.057 1.504 -0.845
C 1.315 2.026 0.299
H 1.832 2.045 1.269
C -0.042 2.388 0.232
H -0.494 2.824 -0.670
H -0.621 2.530 1.152
C 3.558 1.677 -0.810
H 3.972 1.369 0.155
H 4.026 1.081 -1.597
H 3.853 2.723 -0.975
C 1.419 1.878 -2.185
H 0.396 1.463 -2.340
H 1.301 2.972 -2.300
H 2.018 1.518 -3.029
C -1.663 -3.168 0.439
H -1.543 -2.844 1.480
H -2.538 -3.833 0.394
H -0.783 -3.768 0.175
C -0.530 -3.006 -2.494
H 0.405 -3.251 -1.969
H -1.131 -3.929 -2.534
H -0.271 -2.728 -3.521
C -1.369 -0.179 -3.740
H -0.340 -0.409 -4.048
H -2.039 -0.669 -4.466
H -1.518 0.905 -3.836
C -3.146 1.342 -1.569
H -2.580 2.006 -2.236
H -4.142 1.203 -2.020
H -3.290 1.865 -0.616
C -3.390 -0.572 0.987
H -3.732 0.468 1.037
H -4.287 -1.210 0.994
H -2.835 -0.799 1.908
C 1.812 -0.785 -1.652
C 2.658 -0.828 -0.598
C 2.195 -1.236 -2.917
C 3.726 -1.776 -0.627
H 2.180 -0.465 0.365
C 3.361 -2.001 -3.009
H 1.619 -0.996 -3.819
C 4.099 -2.305 -1.850
H 4.254 -2.041 0.292
H 3.691 -2.379 -3.978
H 4.972 -2.954 -1.931
C 0.589 1.858 5.501
N 0.517 0.656 4.674
C -0.262 0.499 3.594
S 0.216 -0.680 2.411
N -1.409 1.210 3.492
C -2.227 1.582 4.648
H 0.140 2.721 5.004
H 1.643 2.074 5.693
H 0.095 1.687 6.463
H 1.340 0.056 4.664
H -1.924 1.048 2.626
H -2.071 2.636 4.899
H -3.279 1.447 4.382
H -2.004 0.959 5.521
*
```

---

Results for max |F|: 1.3, 0.2, 5.2 (in eV/Å, following the order of the records).